Version A
DFT (ωB97M-V/def2-TZVPD) results for a 3-piece molecular cluster, C5H15NO2 overall.

## Properties
**E_LUMO**: 0.8491 eV
**2S+1**: 1
**SMILES**: COCN.C=O.CC
**E_HOMO**: -9.3 eV
**Kohn-Sham gap**: 0.373 Eh

Last column: natural (NBO) charge in e.
Geometry (Å):
C: 1.5360 0.9865 -0.1310  0.11
C: 3.1681 -0.6832 0.0674  -0.25
N: 0.3517 1.4652 0.5257  -0.85
O: 2.0582 -0.0569 0.6511  -0.54
H: -1.9536 0.1515 0.6224  0.21
H: 0.5772 1.7702 1.4658  0.36
H: 1.2561 0.6130 -1.1317  0.14
H: 2.3279 1.7621 -0.2721  0.13
H: 3.4879 -1.4569 0.7620  0.20
H: 2.9070 -1.1396 -0.8959  0.16
H: 3.9886 0.0283 -0.0934  0.16
C: -2.2590 1.2650 -1.5637  0.29
C: -2.1140 -0.8764 0.9471  -0.60
C: -1.0303 -1.7790 0.3774  -0.61
O: -1.9095 2.3784 -1.3089  -0.52
H: -0.0578 2.2363 0.0116  0.38
H: -1.5574 0.4822 -1.8835  0.11
H: -3.3129 0.9481 -1.5120  0.11
H: -2.0840 -0.8926 2.0329  0.20
H: -3.1032 -1.2001 0.6279  0.19
H: -1.1065 -1.8259 -0.7111  0.19
H: -1.1235 -2.7888 0.7731  0.20
H: -0.0471 -1.3877 0.6389  0.23



Version B
DFT (ωB97M-V/def2-TZVPD) results for a 3-piece molecular cluster, C5H15NO2 overall.

## Properties
**E_LUMO**: 0.7952 eV
**2S+1**: 1
**SMILES**: C/C=C/CCN.O.O
**E_HOMO**: -9.6 eV
**Kohn-Sham gap**: 0.384 Eh

Last column: natural (NBO) charge in e.
Geometry (Å):
C: 0.5818 2.1654 0.1926  -0.21
C: 1.2318 0.7871 0.2254  -0.45
C: 0.2547 -0.3619 0.2647  -0.24
C: 0.0814 -1.1683 1.3045  -0.16
C: -0.8700 -2.3150 1.3536  -0.65
N: -0.3903 2.2648 -0.9043  -0.86
H: 1.3657 2.9250 0.0871  0.17
H: 0.0401 2.3597 1.1170  0.19
H: 1.9484 0.7251 1.0435  0.22
H: 1.8275 0.6854 -0.6920  0.20
H: -0.3862 -0.4315 -0.6036  0.21
H: 0.6418 -0.9623 2.2108  0.19
H: -1.3400 -2.4898 0.3819  0.22
H: -1.6524 -2.1505 2.1006  0.22
H: -0.3886 -3.2499 1.6628  0.23
H: -0.9034 3.1333 -0.7850  0.37
H: 0.0867 2.3234 -1.7977  0.36
H: 1.6641 -2.3284 -2.4517  0.47
H: 1.7632 -1.6320 -1.0913  0.47
O: 2.2221 -2.2562 -1.6715  -0.94
H: -2.1565 1.3231 -0.6175  0.49
H: -2.4007 0.2567 0.4411  0.46
O: -2.8724 0.8567 -0.1484  -0.97



Version C
DFT (ωB97M-V/def2-TZVPD) results for a 3-piece molecular cluster, C5H15NO2 overall.

## Properties
**E_LUMO**: 0.7856 eV
**2S+1**: 1
**SMILES**: C/C=C/CNC.O.O
**E_HOMO**: -8.9 eV
**Kohn-Sham gap**: 0.354 Eh

Last column: natural (NBO) charge in e.
Geometry (Å):
C: 1.3083 -2.2178 1.4185  -0.42
N: 1.4691 -1.0779 0.4924  -0.62
C: 0.5268 0.0123 0.7229  -0.25
C: -3.2456 0.2758 -0.0615  -0.65
C: -1.7785 0.6401 -0.0547  -0.18
C: -0.8405 -0.2707 0.1643  -0.21
H: 2.2666 -2.4486 1.8830  0.20
H: 0.9729 -3.0996 0.8587  0.19
H: 0.5146 -2.0362 2.1420  0.18
H: 2.4004 -0.6988 0.5976  0.36
H: 0.3752 0.1856 1.7903  0.17
H: 0.9644 0.9035 0.2924  0.19
H: -3.5321 0.0909 0.9777  0.21
H: -3.5192 -0.6060 -0.6367  0.22
H: -3.8507 1.1398 -0.3479  0.21
H: -1.5474 1.6932 -0.1620  0.20
H: -1.1738 -1.3096 0.2043  0.19
H: 0.5455 2.1374 -0.9143  0.46
H: 1.5428 3.1194 -1.1836  0.47
O: 0.5721 3.0840 -1.1300  -0.93
H: 2.6763 -0.2676 -2.4099  0.48
H: 1.2321 0.2684 -2.4686  0.48
O: 2.1206 0.4822 -2.1748  -0.96



Pick version B: it beats the second-best structure by 0.0371 hartree.



Version A
DFT (ωB97M-V/def2-TZVPD) results for a 2-piece molecular cluster, C6H15N2 overall.

## Properties
**E_LUMO**: -5.8455 eV
**2S+1**: 1
**Total charge**: +1
**E_HOMO**: -13.7 eV
**Kohn-Sham gap**: 0.289 Eh

Last column: natural (NBO) charge in e.
Geometry (Å):
C: 0.8457 1.1005 -2.3515  -0.60
C: 0.9812 1.5543 -0.8846  -0.41
C: 0.1413 0.6653 0.0225  -0.18
C: -1.1277 1.1539 0.3655  0.31
N: -1.7826 0.9019 1.5268  -0.70
C: 0.6611 -0.4866 0.5608  0.06
C: 2.0270 -0.9837 0.3755  -0.73
N: -2.1162 -2.4762 1.2178  -1.09
H: 1.2402 0.0908 -2.4542  0.21
H: -0.2109 1.1312 -2.6164  0.21
H: 0.6106 2.5716 -0.7420  0.22
H: 2.0226 1.4976 -0.5803  0.24
H: -1.7044 1.7228 -0.3597  0.23
H: -1.9835 1.8113 1.9557  0.43
H: -1.2841 0.3177 2.1956  0.41
H: -0.0924 -1.1627 0.9687  0.23
H: -2.8677 -3.0865 1.5055  0.39
H: 2.3394 -1.4056 -0.5913  0.28
H: 2.2856 -1.8204 1.0329  0.26
H: 2.8378 -0.2762 0.5691  0.26
H: 1.3550 1.7675 -3.0440  0.24
H: -1.5906 -2.9250 0.4818  0.37
H: -2.5875 -1.6635 0.8458  0.35



Version B
DFT (ωB97M-V/def2-TZVPD) results for a 2-piece molecular cluster, C6H15N2 overall.

## Properties
**E_LUMO**: -6.8430 eV
**2S+1**: 1
**Total charge**: +1
**E_HOMO**: -13.2 eV
**Kohn-Sham gap**: 0.235 Eh

Last column: natural (NBO) charge in e.
Geometry (Å):
C: -0.9590 -1.7373 0.9883  -0.63
C: -1.3349 -0.2552 0.8419  -0.43
C: -0.3302 0.5465 -0.0172  -0.14
C: 0.2508 1.7133 0.4422  0.27
N: 1.2968 2.3775 -0.2155  -0.92
C: -0.0670 0.0387 -1.2872  0.27
C: -1.2229 -0.3592 -2.1743  -0.73
N: 2.2573 -0.5593 1.3826  -1.10
H: -0.1322 -1.7812 1.7010  0.25
H: -1.7755 -2.2909 1.4666  0.24
H: -1.2611 0.2949 1.7791  0.23
H: -2.3644 -0.1580 0.4712  0.23
H: -0.3392 2.3216 1.1238  0.22
H: 1.1577 2.7567 -1.1381  0.42
H: 2.2382 2.0196 -0.1094  0.42
H: 0.8333 0.1545 -1.8885  0.23
H: 3.0821 -0.6068 1.9428  0.40
H: -1.8859 -1.0800 -1.6895  0.27
H: -0.8920 -0.8026 -3.1146  0.26
H: -1.8726 0.4831 -2.4242  0.30
H: -0.7074 -2.2940 0.0928  0.21
H: 2.2968 -1.0714 0.5158  0.37
H: 1.7313 0.2897 1.3106  0.34



Pick version A: it beats the second-best structure by 0.0673 hartree.



Version A
DFT (ωB97M-V/def2-TZVPD) results for a 2-piece molecular cluster, C6H15N2 overall.

## Properties
**E_LUMO**: -7.9382 eV
**2S+1**: 1
**Total charge**: +1
**E_HOMO**: -13.2 eV
**Kohn-Sham gap**: 0.193 Eh

Last column: natural (NBO) charge in e.
Geometry (Å):
C: 1.2268 -0.8957 -1.0310  -0.33
N: 0.4527 -0.4564 0.0705  0.15
C: -0.9026 -0.3294 -0.2513  -0.36
C: -1.5332 0.7036 0.7281  -0.44
C: -2.8175 1.2352 0.1464  -0.18
C: -3.6838 0.5125 -0.6092  -0.32
C: 2.1114 0.2237 -1.6370  -0.57
N: 3.7667 -0.8072 2.2604  -1.07
H: 2.0204 -1.5239 -0.5721  0.33
H: 0.6068 -1.4269 -1.7501  0.22
H: 3.9617 -1.4250 3.0431  0.37
H: -1.0786 0.0246 -1.2776  0.26
H: -1.3995 -1.3125 -0.1171  0.33
H: -1.5771 0.3865 1.7744  0.26
H: -0.8497 1.5565 0.6292  0.22
H: -2.8116 2.2763 -0.1533  0.23
H: -4.6350 0.9894 -0.7420  0.24
H: -3.5305 -0.5355 -0.8225  0.19
H: 2.3268 0.9512 -0.8479  0.24
H: 1.4449 0.8398 -2.2509  0.23
H: 2.7700 -0.6110 2.2317  0.34
H: 3.0316 -0.0822 -2.1292  0.27
H: 4.1215 0.0890 2.5929  0.36



Version B
DFT (ωB97M-V/def2-TZVPD) results for a 2-piece molecular cluster, C6H15N2 overall.

## Properties
**E_LUMO**: -5.7487 eV
**2S+1**: 1
**Total charge**: +1
**E_HOMO**: -12.7 eV
**Kohn-Sham gap**: 0.257 Eh

Last column: natural (NBO) charge in e.
Geometry (Å):
C: -1.7902 1.4817 1.6580  -0.09
C: -2.6100 2.3826 1.0768  -0.28
C: -1.2413 -0.7839 2.0216  0.11
N: -1.8844 0.1076 1.3615  -0.42
H: -1.0562 1.6960 2.4812  0.24
H: -3.4987 2.0477 0.5160  0.23
H: -2.5017 3.4473 1.3086  0.26
H: -1.3702 -1.8580 1.8283  0.25
H: -0.5580 -0.4811 2.8601  0.24
H: -2.5808 -0.1247 0.6358  0.46
C: 1.6643 0.0841 -0.1220  -0.62
C: 1.1961 -0.3284 -1.5515  -0.06
C: 2.3595 -0.9601 -2.2935  -0.62
N: 0.0944 -1.2998 -1.4381  -0.79
H: 2.4376 0.8960 -0.0076  0.24
H: 0.7595 0.3682 0.4858  0.15
H: 2.0864 -0.8341 0.3875  0.20
H: 0.8020 0.5831 -2.1317  0.20
H: 2.0830 -1.1700 -3.3655  0.23
H: 3.2890 -0.3687 -2.2408  0.23
H: 2.5474 -1.9393 -1.8095  0.20
H: -0.6520 -0.9040 -0.8194  0.30
H: 0.4242 -2.0421 -0.8417  0.34



Pick version B: it beats the second-best structure by 0.1170 hartree.



Version A
DFT (ωB97M-V/def2-TZVPD) results for an isolated ion of composition C6H15N2 and charge +1.

## Properties
**E_LUMO**: -4.0254 eV
**2S+1**: 1
**SMILES**: C/[NH+]=C(/C)C(C)(C)N
**Total charge**: +1
**E_HOMO**: -13.4 eV
**Kohn-Sham gap**: 0.344 Eh

Last column: natural (NBO) charge in e.
Geometry (Å):
C: 0.5888 -0.3179 0.1413  0.06
C: -0.7158 0.6081 0.1038  0.49
C: 1.7205 0.1921 1.1726  -0.65
C: 1.2395 -0.1744 -1.3236  -0.61
C: -0.7909 1.7982 1.0425  -0.71
C: -2.0218 -0.9116 -1.4462  -0.40
N: 0.3877 -1.8269 0.3223  -0.86
N: -1.7846 0.2703 -0.5246  -0.44
H: 2.3909 -0.6196 1.5474  0.25
H: 1.1614 0.4211 2.1588  0.22
H: 2.3869 0.9975 0.7104  0.24
H: 1.0888 -1.0662 -1.8178  0.22
H: 2.2539 0.2384 -1.2657  0.24
H: 0.7174 0.6941 -1.8451  0.21
H: -1.3100 1.6615 1.9495  0.28
H: -1.3882 2.6558 0.6233  0.25
H: 0.2438 2.0772 1.2226  0.27
H: -2.8491 -1.3412 -0.9699  0.23
H: -2.3778 -0.5585 -2.3559  0.23
H: -1.0654 -1.4942 -1.5598  0.26
H: 0.1692 -2.1001 1.2670  0.38
H: -2.6653 0.9120 -0.3401  0.44
H: 1.2260 -2.3554 -0.0583  0.40



Version B
DFT (ωB97M-V/def2-TZVPD) results for a 2-piece molecular cluster, C6H15N2 overall.

## Properties
**E_LUMO**: -3.5519 eV
**2S+1**: 1
**Total charge**: +1
**E_HOMO**: -13.7 eV
**Kohn-Sham gap**: 0.373 Eh

Last column: natural (NBO) charge in e.
Geometry (Å):
C: -2.8391 -0.5062 0.3358  -0.01
C: 0.6167 -1.3833 -1.2725  -0.71
C: 1.5760 -1.2978 1.1725  -0.68
C: 0.1493 1.3445 -1.1342  -0.49
C: 0.9541 1.6021 1.1027  -0.39
C: 0.8860 -0.6346 -0.0197  0.47
N: -2.5996 0.6111 -0.1926  -0.64
N: 0.8089 0.6520 -0.0438  -0.24
H: -2.0638 -1.2443 0.5271  0.16
H: -3.9290 -0.8434 0.3301  0.18
H: -0.1579 -0.9397 -1.9042  0.25
H: 0.2583 -2.3397 -1.1758  0.27
H: 1.4800 -1.6585 -1.6911  0.27
H: 0.7095 -1.5143 1.9515  0.27
H: 2.2584 -1.9918 0.8438  0.25
H: 2.3139 -0.6132 1.5914  0.24
H: 0.6121 2.3834 -1.1100  0.23
H: 0.4642 0.7666 -1.9750  0.21
H: -1.0332 1.2145 -1.0138  0.30
H: 1.2771 2.5888 0.8131  0.24
H: 0.0380 1.5293 1.5080  0.23
H: 1.6615 1.1564 1.7526  0.22
H: -3.4415 1.1180 -0.3960  0.37



Version C
DFT (ωB97M-V/def2-TZVPD) results for a 2-piece molecular cluster, C6H15N2 overall.

## Properties
**E_LUMO**: -8.4042 eV
**2S+1**: 1
**Total charge**: +1
**E_HOMO**: -13.2 eV
**Kohn-Sham gap**: 0.178 Eh

Last column: natural (NBO) charge in e.
Geometry (Å):
C: 0.5369 -2.7564 0.7155  -0.61
C: 0.7151 -1.2536 0.9124  -0.38
C: -0.6644 -0.5646 0.7260  -0.43
C: -0.4763 0.9571 0.6120  0.06
C: -0.7773 1.6742 1.7668  0.10
C: 0.3527 2.7806 -0.5650  -0.50
N: 0.2251 1.2949 -0.4628  -0.02
N: -0.1199 -0.7843 -2.7504  -1.07
H: -0.2299 -3.1559 1.3817  0.21
H: 0.1962 -2.9360 -0.3051  0.23
H: 1.4454 -3.3415 0.8518  0.23
H: 1.0089 -1.0526 1.9469  0.20
H: -1.0742 -0.8155 -0.2535  0.26
H: -1.3298 -0.9289 1.5049  0.23
H: -1.4753 1.1926 2.4411  0.24
H: -0.3040 2.5981 2.0850  0.23
H: -0.6283 3.1913 -0.3364  0.22
H: 0.6050 3.1110 -1.5680  0.26
H: 1.0483 3.2111 0.1598  0.26
H: 0.4949 -0.8851 -3.5378  0.37
H: 1.4892 -0.8352 0.2699  0.23
H: -1.0481 -0.8752 -3.1431  0.36
H: 0.0097 0.1737 -2.4516  0.35



Pick version A: it beats the second-best structure by 0.0394 hartree.



Version A
DFT (ωB97M-V/def2-TZVPD) results for an isolated ion of composition C6H15N2 and charge +1.

## Properties
**E_LUMO**: -4.1177 eV
**2S+1**: 1
**SMILES**: CNC[N+](C)=C(C)C
**Total charge**: +1
**E_HOMO**: -13.4 eV
**Kohn-Sham gap**: 0.342 Eh

Last column: natural (NBO) charge in e.
Geometry (Å):
C: -1.0103 -0.8226 0.7490  -0.08
C: 0.8451 0.3999 0.1951  0.56
C: 0.6585 1.5291 1.1291  -0.68
C: 2.2414 0.6512 -0.3989  -0.69
C: 0.6300 -2.0552 -0.4799  -0.43
C: -2.1259 0.3142 -1.1471  -0.45
N: 0.3312 -0.8032 0.2790  -0.33
N: -1.4534 0.4617 0.1763  -0.64
H: -1.6481 -1.7225 0.4615  0.22
H: -1.0570 -0.6749 1.7653  0.22
H: 1.1315 2.3661 0.8134  0.24
H: 1.1424 1.2137 2.0246  0.26
H: -0.3676 1.8090 1.4303  0.26
H: 2.1325 1.6046 -0.8778  0.26
H: 2.6944 -0.0902 -1.0386  0.24
H: 2.9826 0.9287 0.3815  0.27
H: 0.2571 -2.8191 0.3480  0.24
H: 0.0962 -2.0654 -1.4845  0.25
H: 1.7207 -2.2021 -0.6094  0.24
H: -1.5812 0.9617 -1.7848  0.21
H: -2.2571 -0.7105 -1.5268  0.20
H: -3.2303 0.7962 -1.1824  0.22
H: -2.1329 0.9294 0.7774  0.38



Version B
DFT (ωB97M-V/def2-TZVPD) results for a 2-piece molecular cluster, C6H15N2 overall.

## Properties
**E_LUMO**: -3.8969 eV
**2S+1**: 1
**Total charge**: +1
**E_HOMO**: -13.0 eV
**Kohn-Sham gap**: 0.333 Eh

Last column: natural (NBO) charge in e.
Geometry (Å):
C: -1.1451 0.6070 -0.1874  0.13
C: -0.1518 0.1210 -1.0865  0.54
C: -1.7920 1.9764 -0.5400  -0.62
C: -1.3646 0.2951 1.2512  -0.66
C: 0.9966 0.1937 -1.9251  -0.72
C: 2.1766 -0.9542 1.4545  -0.42
N: -1.2376 -0.4806 -1.1691  -0.46
N: 1.1953 -1.6345 0.6473  -0.86
H: -2.8335 1.7485 -0.1973  0.24
H: -1.8284 2.2167 -1.5341  0.22
H: -1.1790 2.7209 0.0802  0.25
H: -2.4057 0.4242 1.6606  0.25
H: -0.8538 0.8662 2.0125  0.25
H: -1.0943 -0.7031 1.4620  0.24
H: 0.9088 0.7269 -2.8560  0.29
H: 1.2610 -0.8762 -2.1555  0.27
H: 1.7613 0.7144 -1.2529  0.27
H: 3.0821 -0.7592 0.9103  0.21
H: 1.6776 -0.0874 1.9241  0.19
H: 2.4106 -1.6806 2.2829  0.20
H: -1.8679 -1.0655 -1.7761  0.46
H: 0.7032 -2.3069 1.1675  0.37
H: 1.5806 -2.0627 -0.1730  0.36



Pick version A: it beats the second-best structure by 0.0126 hartree.